No. 1
DFT (the ωB97M-V functional and the def2-TZVPD basis) results for a 5-piece molecular cluster, C10H30O5 overall.

Computed properties:
lowest unoccupied orbital energy: 0.5 eV
frontier orbital gap: 9.5 eV
energy relative to the best compared isomer or geometry (same formula, charge and spin): 494.17 kJ/mol
SMILES string: CCO.CCO.CCO.CCO.CCO
calculated total energy: -21088.0705 eV

XYZ file:
```
45
Properties=species:S:1:pos:R:3:forces:R:3:nbo_charge:R:1
C 43.080 -28.111 33.624 0.18 1.26 -1.30 -0.6429
C 44.365 -27.387 33.407 0.31 2.81 0.25 -0.0468
O 45.036 -27.830 32.275 -0.39 -1.19 -2.72 -0.7503
H 43.381 -29.047 33.783 0.61 -4.18 1.17 0.2020
H 42.439 -28.194 32.775 0.00 0.41 -1.29 0.2245
H 42.400 -27.787 34.346 -0.42 0.87 1.75 0.2244
H 45.193 -27.517 34.122 -1.34 0.51 1.16 0.1711
H 44.091 -26.309 33.214 0.72 -0.64 0.64 0.1604
H 45.976 -27.903 32.386 0.40 0.11 0.31 0.4868
C 45.214 -31.287 34.541 0.60 -1.92 -5.98 -0.6172
C 45.477 -32.721 34.925 -0.22 0.28 0.06 -0.0652
O 46.804 -32.781 35.313 2.63 -1.73 1.12 -0.7245
H 45.208 -30.610 35.266 0.30 2.51 3.55 0.2041
H 44.264 -31.131 33.987 0.38 -0.49 0.29 0.2140
H 46.039 -30.994 33.769 -1.32 -0.35 1.34 0.2030
H 45.412 -33.463 34.119 -1.07 0.37 -0.11 0.1588
H 44.897 -32.946 35.804 -0.92 -0.57 0.08 0.1575
H 47.036 -33.732 35.538 -0.41 1.88 -0.38 0.4669
C 39.914 -33.325 32.246 -4.31 -5.00 7.83 -0.5761
C 40.927 -34.094 33.126 -3.39 -1.31 1.57 -0.0456
O 42.118 -33.538 32.880 -4.89 5.82 -6.09 -0.6949
H 40.145 -33.337 31.344 2.16 -0.18 -8.17 0.1889
H 39.587 -32.407 32.538 0.13 2.96 1.27 0.2097
H 38.865 -33.886 32.387 2.12 0.72 -0.65 0.1836
H 40.947 -35.262 32.987 -0.32 2.03 -0.24 0.1480
H 40.610 -33.957 34.227 0.38 -0.19 -1.29 0.1398
H 42.719 -33.905 33.316 8.18 -4.80 5.77 0.4489
C 42.965 -31.659 29.772 -1.85 -2.69 0.45 -0.6481
C 43.471 -30.779 30.872 0.35 -0.06 -0.98 -0.0605
O 43.927 -29.586 30.369 -0.01 3.63 -1.09 -0.7789
H 43.018 -32.676 30.219 -0.52 0.31 0.01 0.2190
H 43.619 -31.826 28.987 1.71 0.47 -1.66 0.2104
H 41.934 -31.641 29.251 1.34 0.91 1.45 0.2221
H 44.386 -31.077 31.296 0.74 -2.23 0.98 0.1659
H 42.727 -30.727 31.610 -1.15 0.52 1.33 0.1601
H 44.394 -28.975 31.001 -0.75 -0.90 -0.25 0.5159
C 42.377 -28.866 25.797 -0.08 -1.49 -0.92 -0.6332
C 43.280 -29.012 27.053 -1.15 -3.10 0.01 -0.0423
O 42.643 -28.569 28.202 -1.76 1.47 0.69 -0.7915
H 42.754 -29.291 24.711 -0.19 1.44 2.91 0.2072
H 42.063 -27.804 25.758 -0.21 -0.76 -0.40 0.2139
H 41.545 -29.602 25.991 0.27 1.33 -0.15 0.2087
H 44.219 -28.607 26.962 2.31 1.47 -0.52 0.1479
H 43.460 -30.093 27.200 0.14 0.03 -0.38 0.1359
H 42.936 -28.841 29.110 0.70 -0.33 -1.41 0.5187
```
Positions in Å, forces in eV/Å.


No. 2
DFT (the ωB97M-V functional and the def2-TZVPD basis) results for a 5-piece molecular cluster, C10H30O5 overall.

Computed properties:
lowest unoccupied orbital energy: 0.4 eV
frontier orbital gap: 10.4 eV
energy relative to the best compared isomer or geometry (same formula, charge and spin): 227.80 kJ/mol
SMILES string: CCO.CCO.CCO.CCO.CCO
calculated total energy: -21090.8313 eV

XYZ file:
```
45
Properties=species:S:1:pos:R:3:forces:R:3:nbo_charge:R:1
C -17.851 25.437 -14.069 0.07 -1.44 -0.84 -0.6508
C -17.372 25.610 -15.530 0.43 1.58 0.46 -0.0713
O -16.255 26.544 -15.511 -0.59 -0.29 -0.54 -0.7278
H -18.337 24.463 -14.023 0.14 -0.28 0.37 0.2109
H -18.613 26.101 -13.661 0.22 0.58 -0.57 0.2114
H -16.972 25.459 -13.425 -0.13 -0.18 0.04 0.2214
H -18.181 25.940 -16.182 -0.18 0.53 0.07 0.1592
H -16.976 24.779 -16.114 0.07 -0.60 0.96 0.1880
H -16.592 27.397 -15.226 -0.02 0.10 0.03 0.4590
C -11.810 24.896 -20.632 -0.01 -0.63 -0.12 -0.6617
C -11.630 25.666 -21.963 -1.79 -0.80 0.90 -0.0534
O -11.304 26.977 -21.677 1.21 1.66 0.08 -0.7190
H -10.891 24.861 -20.046 0.29 -0.26 -0.33 0.2086
H -12.239 23.898 -20.727 0.53 -0.30 -0.46 0.2236
H -12.526 25.288 -19.910 -0.28 0.99 -0.43 0.2079
H -12.575 25.733 -22.501 -0.41 -0.59 -0.05 0.1514
H -10.945 25.225 -22.687 0.47 -0.05 0.47 0.1749
H -11.549 27.179 -20.771 -0.01 -0.02 -0.06 0.4676
C -17.043 22.148 -20.622 -0.93 1.07 1.94 -0.6265
C -16.990 21.099 -19.529 0.14 -2.57 -1.68 -0.0629
O -15.667 20.756 -19.216 1.53 0.71 0.45 -0.7332
H -16.665 21.899 -21.614 0.28 -0.21 0.47 0.2241
H -16.623 23.046 -20.170 0.45 0.28 -0.65 0.2085
H -18.105 22.382 -20.688 -0.16 0.06 -0.45 0.2075
H -17.329 20.201 -20.045 -0.92 -0.33 0.10 0.1474
H -17.588 21.168 -18.620 -0.21 0.98 -0.17 0.1656
H -15.635 20.040 -18.578 -0.15 0.01 -0.01 0.4698
C -23.816 20.199 -23.272 -1.29 0.66 -1.23 -0.6290
C -23.022 20.745 -24.462 0.14 -0.51 1.16 -0.0653
O -21.742 20.147 -24.311 0.78 0.37 -0.74 -0.7214
H -23.728 19.113 -23.220 0.35 0.17 0.24 0.2199
H -24.868 20.390 -23.482 -0.32 0.11 0.32 0.1994
H -23.555 20.737 -22.361 0.14 -0.39 0.08 0.2024
H -22.945 21.831 -24.418 -0.06 0.15 0.02 0.1570
H -23.429 20.512 -25.446 0.00 -0.38 0.14 0.1753
H -21.252 20.733 -23.730 0.26 -0.17 0.01 0.4614
C -11.449 20.950 -15.065 -0.21 -0.20 -0.07 -0.6300
C -12.411 20.403 -14.031 -0.66 2.31 -0.64 -0.0628
O -12.792 19.112 -14.348 0.11 -1.50 0.27 -0.7157
H -10.605 20.261 -15.095 0.38 0.54 -0.33 0.2082
H -11.232 22.008 -14.919 0.60 -0.16 0.63 0.2132
H -11.948 21.017 -16.032 -0.02 -0.70 -0.16 0.2116
H -13.293 21.031 -14.156 -0.36 0.24 0.48 0.1467
H -12.074 20.535 -13.003 0.29 -0.22 0.01 0.1586
H -12.793 18.621 -13.523 -0.13 -0.31 -0.20 0.4703
```
Positions in Å, forces in eV/Å.


No. 3
DFT (the ωB97M-V functional and the def2-TZVPD basis) results for C10H31B3N4O6P2 as an isolated structure.

Computed properties:
lowest unoccupied orbital energy: 0.4 eV
frontier orbital gap: 8.5 eV
energy relative to the best compared isomer or geometry (same formula, charge and spin): 151.31 kJ/mol
calculated total energy: -49731.7322 eV

XYZ file:
```
56
Properties=species:S:1:pos:R:3:forces:R:3:nbo_charge:R:1
C -2.775 3.402 1.854 -0.17 0.04 0.86 -0.6123
C -3.717 2.195 1.857 0.05 0.26 -0.56 -0.3757
C -3.891 1.464 0.489 0.19 -0.01 0.38 -0.5982
C -2.815 1.787 -0.586 -0.54 -0.67 -0.21 -0.5968
B -3.908 -0.092 0.654 -0.23 1.35 -0.05 1.2174
O -4.915 -0.833 0.030 0.69 -0.69 0.20 -0.8841
B -5.046 -2.130 0.468 -0.50 0.21 0.48 0.9813
O -4.478 -2.417 1.719 0.47 -0.85 -1.23 -0.8752
B -3.154 -2.049 1.585 -0.33 0.28 1.70 0.7576
P -1.793 -3.390 1.590 0.73 -0.24 -0.93 1.9494
N -1.347 -3.557 0.112 -0.39 0.03 0.13 -1.3356
O -2.318 -4.760 2.254 0.45 0.64 0.51 -0.9561
O -0.561 -2.893 2.530 -0.74 -0.07 0.11 -0.9783
O -2.892 -0.718 1.390 -0.15 -0.56 -0.86 -0.8927
H -3.213 4.272 1.364 0.14 -0.12 -0.35 0.2032
H -2.640 3.707 2.897 0.04 0.05 -0.03 0.2067
H -1.777 3.189 1.480 -0.06 0.03 -0.21 0.2149
H -4.705 2.565 2.138 0.01 -0.15 0.24 0.2014
H -3.394 1.500 2.635 0.04 -0.03 -0.04 0.1959
H -4.860 1.759 0.084 0.04 -0.03 -0.13 0.2217
H -2.743 0.932 -1.267 0.07 0.11 -0.13 0.2021
H -3.155 2.618 -1.200 0.36 0.24 0.12 0.2164
H -1.815 1.934 -0.186 -0.02 0.18 0.03 0.2310
H -5.543 -3.012 -0.144 -0.32 0.20 -0.10 -0.0913
H -1.489 -4.499 -0.235 0.11 0.10 -0.30 0.3866
H -1.533 -5.208 2.601 -0.19 -0.31 0.17 0.5053
H -0.491 -1.938 2.390 0.34 0.06 0.22 0.5077
O 1.199 1.779 -0.271 -0.54 -1.46 2.95 -1.0164
P 2.157 0.623 -0.388 2.44 0.89 -5.07 2.3095
N 3.656 1.446 -0.474 0.36 -0.15 0.00 -0.8283
C 4.368 1.879 -1.653 0.01 -0.02 -0.22 -0.3912
C 4.045 2.158 0.733 -0.38 -0.18 0.31 -0.4147
N 1.531 -0.052 -1.846 -0.82 0.33 -0.17 -0.7968
C 2.275 -0.247 -3.071 0.35 -0.57 0.15 -0.4021
C 0.154 0.307 -2.170 -0.07 0.27 0.00 -0.3991
N 2.900 -0.855 0.006 -1.58 -0.04 1.76 -0.7670
C 4.304 -1.196 -0.086 0.48 0.38 0.45 -0.3876
C 2.017 -2.013 0.154 -0.01 0.00 0.03 -0.4014
H 5.446 1.740 -1.504 0.00 0.10 0.05 0.1809
H 4.188 2.936 -1.888 0.01 -0.01 -0.02 0.1794
H 4.123 1.298 -2.537 -0.16 -0.01 0.09 0.2058
H 4.333 1.453 1.525 0.00 0.07 0.05 0.1804
H 3.230 2.781 1.118 0.03 0.03 -0.01 0.2089
H 4.899 2.807 0.552 0.02 -0.06 -0.16 0.2040
H 2.417 0.690 -3.624 0.04 -0.03 -0.04 0.1729
H 1.736 -0.936 -3.726 -0.10 0.03 0.05 0.1963
H 3.244 -0.719 -2.893 0.08 0.17 0.10 0.1957
H 0.086 1.297 -2.638 -0.11 0.01 0.03 0.1778
H -0.461 0.307 -1.277 0.03 0.08 0.01 0.2120
H -0.278 -0.430 -2.853 0.21 -0.08 -0.04 0.1881
H 4.652 -1.242 -1.122 -0.03 0.07 -0.01 0.1835
H 4.482 -2.175 0.364 -0.24 -0.04 -0.02 0.1988
H 4.937 -0.502 0.465 -0.01 0.10 -0.14 0.2133
H 1.945 -2.581 -0.777 -0.05 0.01 0.01 0.1990
H 1.011 -1.705 0.435 -0.04 -0.01 -0.19 0.2042
H 2.372 -2.680 0.944 0.06 0.07 0.02 0.1921
```
Positions in Å, forces in eV/Å.


No. 4
DFT (the ωB97M-V functional and the def2-TZVPD basis) results for a 8-piece molecular cluster, C10H31BClF3N15O8S overall.

Computed properties:
lowest unoccupied orbital energy: 1.6 eV
total charge: -1
frontier orbital gap: 6.5 eV
calculated total energy: -81803.0514 eV

XYZ file:
```
70
Properties=species:S:1:pos:R:3:forces:R:3:nbo_charge:R:1
F 9.006 1.050 -2.560 -0.03 -0.18 0.07 -0.3519
C 8.405 0.883 -3.766 0.07 0.65 -0.39 1.1682
F 9.324 1.262 -4.688 -0.11 -0.04 0.21 -0.3410
F 8.225 -0.439 -3.929 -0.02 -0.06 0.09 -0.3373
O 7.318 1.628 -3.903 0.29 -0.67 0.07 -0.5097
C 6.060 1.008 -3.526 -1.24 0.50 -0.17 -0.3261
B 4.818 2.057 -3.803 0.62 0.20 -0.47 0.2400
Cl 5.146 2.915 -5.475 -0.15 0.03 0.00 -0.3443
N 3.473 1.226 -3.941 0.29 -0.04 1.30 -0.5614
C 3.213 0.412 -3.112 0.16 -0.79 -0.75 0.2420
S 2.995 -0.852 -2.130 -0.32 0.57 -0.08 -0.1794
H 6.068 0.750 -2.464 0.21 -0.15 -0.03 0.1855
H 5.867 0.120 -4.131 0.39 -0.08 0.03 0.1828
H 4.734 2.889 -2.939 -0.19 0.08 -0.05 -0.0677
C 1.177 -2.905 1.053 0.03 -0.47 -0.11 0.7586
O 2.028 -2.408 0.346 -0.02 0.24 0.31 -0.6336
N 0.524 -4.049 0.701 -0.10 0.07 -0.11 -0.8633
N 0.794 -2.352 2.259 0.03 0.20 0.00 -0.8776
H -0.184 -4.485 1.259 -0.02 0.08 0.03 0.3716
H 0.788 -4.448 -0.192 0.08 -0.06 0.17 0.4492
H 1.256 -1.507 2.541 0.04 -0.02 0.00 0.4094
H 0.092 -2.748 2.853 -0.02 -0.02 -0.03 0.3818
C -2.001 0.147 0.286 0.04 -0.07 -0.24 0.7750
O -1.792 0.896 1.243 -0.03 0.13 0.09 -0.7383
N -1.252 -0.945 0.022 -0.06 -0.02 0.18 -0.8431
N -3.034 0.366 -0.581 -0.30 0.07 0.23 -0.8592
H -1.433 -1.561 -0.755 0.06 -0.09 -0.03 0.4256
H -0.479 -1.141 0.635 0.06 0.05 -0.06 0.4177
H -3.620 1.166 -0.413 -0.07 0.10 -0.10 0.4197
H -3.226 -0.217 -1.374 0.15 0.00 -0.04 0.3961
C -5.857 3.147 1.150 0.14 -0.21 0.11 0.7727
O -5.806 2.797 -0.021 0.03 0.00 -0.06 -0.6894
N -6.502 4.292 1.539 -0.10 0.10 -0.06 -0.8561
N -5.286 2.439 2.159 -0.16 0.01 -0.03 -0.8578
H -6.554 4.598 2.491 0.05 -0.05 0.02 0.3878
H -6.933 4.843 0.821 0.03 -0.01 -0.02 0.4018
H -4.804 1.594 1.910 0.09 0.04 0.01 0.4057
H -5.315 2.715 3.130 0.19 -0.04 -0.03 0.4231
C 2.941 -5.608 -2.123 0.16 0.36 -0.24 0.7887
O 2.112 -5.266 -1.298 -0.12 -0.41 0.03 -0.6915
N 3.738 -6.708 -1.948 -0.07 -0.15 0.04 -0.8516
N 3.145 -4.910 -3.273 -0.21 -0.12 -0.05 -0.8356
H 4.433 -6.999 -2.607 0.02 0.06 -0.01 0.3853
H 3.615 -7.232 -1.103 0.01 0.03 0.02 0.4024
H 2.592 -4.082 -3.411 0.11 0.13 0.08 0.4276
H 3.830 -5.159 -3.961 0.07 0.04 0.05 0.3855
C -3.649 3.635 5.410 0.23 0.04 -0.07 0.7847
O -4.588 3.018 4.928 -0.23 0.06 0.17 -0.6981
N -3.707 4.193 6.654 -0.09 0.00 0.05 -0.8436
N -2.476 3.804 4.742 -0.04 0.01 -0.13 -0.8393
H -2.949 4.700 7.070 0.03 -0.01 -0.03 0.3901
H -4.560 4.080 7.169 0.00 -0.01 -0.01 0.4073
H -2.410 3.392 3.827 0.01 -0.10 0.04 0.4183
H -1.688 4.301 5.112 0.01 -0.03 0.02 0.3932
C -3.219 -3.947 -0.975 -0.07 0.05 0.15 0.7776
O -2.341 -3.360 -1.582 0.01 0.10 -0.12 -0.6670
N -3.944 -3.350 0.019 0.02 0.06 0.00 -0.8519
N -3.542 -5.249 -1.240 0.03 -0.05 -0.04 -0.8506
H -4.670 -3.813 0.531 -0.01 -0.02 -0.02 0.3850
H -3.722 -2.395 0.240 0.02 -0.01 0.02 0.4173
H -3.023 -5.711 -1.963 0.02 0.02 0.00 0.4111
H -4.259 -5.753 -0.754 -0.01 0.03 0.02 0.3845
C 0.524 4.436 0.742 0.01 -0.16 -0.11 0.7702
O 1.391 5.112 0.220 -0.03 0.08 0.08 -0.6574
N -0.304 4.955 1.716 -0.01 0.10 0.21 -0.8683
N 0.280 3.136 0.433 0.02 0.01 0.02 -0.8521
H -1.030 4.427 2.157 -0.06 -0.03 -0.12 0.3727
H -0.164 5.913 1.973 0.00 0.01 -0.05 0.3969
H 0.855 2.710 -0.272 0.03 0.01 0.01 0.4183
H -0.442 2.588 0.872 -0.02 -0.14 -0.08 0.4131
```
Positions in Å, forces in eV/Å.